1.
Below is a molecular structure, C25H54InO12S5, with properties calculated with ωB97M-V/def2-TZVPD.

Its HOMO-LUMO gap is 5.842 eV. The calculation puts the total energy at -110718.6561 eV. As for the energy above the lowest of the compared OMol25 structures with the same formula, charge and spin: 0.0 kJ/mol. The calculation puts the LUMO energy at 1.749 eV. The charge is -1. The highest occupied orbital energy comes out at -4.1 eV. The strongest force on any atom comes out at 0.752 eV Å⁻¹.

CARTESIAN COORDINATES (ANGSTROEM)
C1 2.83 4.85 1.39
O1 2.46 4.53 0.06
C2 1.04 4.50 -0.12
C3 0.36 3.32 0.56
C4 -0.99 2.95 -0.08
C5 -2.22 3.45 0.68
In1 -2.19 5.55 1.43
O2 -2.28 6.85 -0.22
H1 2.21 4.33 2.12
H2 3.86 4.54 1.53
H3 2.75 5.92 1.57
H4 0.60 5.45 0.19
H5 0.89 4.41 -1.20
H6 0.21 3.54 1.62
H7 1.07 2.50 0.51
H8 -1.00 3.35 -1.10
H9 -1.00 1.86 -0.17
H10 -3.07 3.42 -0.01
H11 -2.44 2.79 1.52
H12 -0.69 5.92 2.35
H13 -3.60 5.91 2.45
H14 -1.40 7.19 -0.41
C6 2.49 -2.22 1.19
C7 2.01 -1.45 2.42
C8 1.27 -0.21 1.92
S1 0.60 -0.64 0.31
O3 1.24 0.18 -0.69
O4 -0.83 -0.72 0.36
C9 1.30 -2.28 0.24
H15 2.85 -3.22 1.44
H16 3.32 -1.69 0.71
H17 1.33 -2.09 2.99
H18 2.83 -1.18 3.08
H19 0.44 0.08 2.56
H20 1.93 0.64 1.78
H21 1.56 -2.51 -0.79
H22 0.54 -2.98 0.60
C10 2.89 -5.21 -4.07
C11 1.92 -6.40 -4.07
C12 2.13 -7.16 -2.75
S2 2.71 -5.94 -1.57
O5 4.06 -6.27 -1.18
O6 1.70 -5.71 -0.56
C13 2.76 -4.56 -2.70
H23 2.66 -4.49 -4.86
H24 3.91 -5.56 -4.22
H25 0.89 -6.03 -4.12
H26 2.07 -7.05 -4.93
H27 1.22 -7.60 -2.36
H28 2.91 -7.92 -2.84
H29 3.58 -3.91 -2.44
H30 1.81 -4.02 -2.61
C14 3.28 1.63 -3.59
C15 3.96 1.64 -4.97
C16 3.64 0.30 -5.65
S3 2.06 -0.23 -4.97
O7 2.27 -1.45 -4.23
O8 1.05 -0.19 -6.00
C17 1.86 1.13 -3.83
H31 3.27 2.61 -3.13
H32 3.80 0.94 -2.92
H33 3.56 2.46 -5.56
H34 5.04 1.79 -4.89
H35 3.54 0.38 -6.73
H36 4.37 -0.47 -5.40
H37 1.36 0.78 -2.92
H38 1.25 1.88 -4.33
C18 1.20 -5.39 6.03
C19 0.67 -4.71 7.30
C20 -0.17 -3.50 6.85
S4 -0.82 -3.92 5.22
O9 -0.24 -3.03 4.25
O10 -2.24 -4.12 5.28
C21 0.01 -5.51 5.08
H39 1.63 -6.36 6.24
H40 1.98 -4.77 5.57
H41 0.04 -5.41 7.85
H42 1.47 -4.39 7.96
H43 -1.02 -3.30 7.50
H44 0.43 -2.60 6.73
H45 0.28 -5.67 4.04
H46 -0.69 -6.27 5.41
C22 -6.37 5.07 -1.63
C23 -7.60 4.15 -1.75
C24 -7.62 3.25 -0.51
S5 -6.80 4.19 0.80
O11 -5.57 3.52 1.13
O12 -7.76 4.55 1.81
C25 -6.38 5.61 -0.20
H47 -6.39 5.87 -2.36
H48 -5.46 4.49 -1.79
H49 -8.51 4.77 -1.77
H50 -7.58 3.56 -2.66
H51 -8.62 3.00 -0.17
H52 -7.04 2.34 -0.66
H53 -5.42 6.00 0.14
H54 -7.17 6.35 -0.06

2.
Below is a molecular structure, C25H55NO2PtSi2 in a non-equilibrium geometry, with properties calculated with ωB97M-V/def2-TZVPD.

Its HOMO-LUMO gap (alpha / beta) is 5.747 / 7.140 eV. The calculation puts the total energy at -51399.7946 eV. The calculation puts the LUMO energy (alpha / beta) at 0.476 / -0.484 eV. The charge is 0. The highest occupied orbital energy (alpha / beta) comes out at -5.3 / -7.6 eV. The strongest force on any atom comes out at 4.428 eV Å⁻¹. The expectation value of S² is 2.005. As for the multiplicity: 3.

CARTESIAN COORDINATES (ANGSTROEM)
O1 0.05 2.20 0.67
O2 -2.47 2.31 -3.49
C1 -1.01 2.76 1.31
C2 -0.50 3.86 2.20
H1 -1.62 2.08 1.95
H2 -1.74 3.16 0.60
H3 0.11 3.46 3.03
H4 -1.32 4.38 2.70
H5 0.09 4.60 1.62
C3 0.45 2.56 -0.63
C4 -0.22 3.81 -1.15
H6 0.37 1.79 -1.38
H7 1.54 2.73 -0.51
H8 -1.20 3.57 -1.64
H9 0.42 4.23 -1.94
H10 -0.35 4.58 -0.35
C5 -1.67 1.32 -4.16
C6 -3.80 1.93 -3.15
C7 -0.53 2.00 -4.89
H11 -2.27 0.73 -4.86
H12 -1.27 0.66 -3.38
H13 -0.90 2.76 -5.59
H14 0.03 1.26 -5.47
H15 0.17 2.49 -4.20
C8 -4.80 3.05 -3.45
H16 -3.79 1.75 -2.06
H17 -4.10 1.00 -3.67
H18 -4.51 3.99 -2.99
H19 -5.78 2.76 -3.06
H20 -4.89 3.20 -4.52
H21 -0.42 -0.26 0.49
Pt1 1.23 -0.82 0.99
C9 -1.59 -0.18 0.37
Si1 -2.48 -1.68 0.32
H22 -1.96 0.33 1.27
H23 -1.66 0.27 -0.60
C10 -4.15 -0.76 0.49
C11 -2.48 -2.98 1.63
C12 -2.49 -2.46 -1.37
C13 2.57 0.65 1.69
Si2 3.72 0.74 0.21
H24 2.92 0.05 2.56
H25 1.93 1.50 2.01
C14 4.16 2.55 0.06
C15 3.04 0.12 -1.42
C16 5.24 -0.22 0.73
H26 -2.11 -1.78 -2.15
H27 -3.53 -2.71 -1.63
H28 -1.92 -3.40 -1.41
H29 -4.14 -0.12 1.39
H30 -4.97 -1.49 0.59
H31 -4.33 -0.12 -0.39
H32 -1.79 -2.78 2.47
H33 -2.25 -3.97 1.23
H34 -3.49 -3.04 2.06
H35 3.16 0.90 -2.19
H36 1.98 -0.15 -1.41
H37 3.60 -0.76 -1.77
H38 6.09 0.09 0.11
H39 5.14 -1.31 0.65
H40 5.48 0.01 1.78
H41 5.23 2.61 -0.16
H42 3.97 3.07 1.01
H43 3.61 3.05 -0.74
C17 3.03 -3.02 0.49
N1 1.56 -2.81 0.34
C18 1.13 -3.11 -1.03
C19 0.88 -3.76 1.29
C20 0.84 -3.13 2.63
C21 0.74 -3.93 3.78
C22 0.65 -3.33 5.04
C23 0.64 -1.94 5.10
C24 0.75 -1.16 3.95
C25 0.87 -1.75 2.70
H44 3.54 -2.42 -0.25
H45 3.29 -4.07 0.34
H46 3.33 -2.71 1.48
H47 1.36 -4.16 -1.29
H48 0.04 -2.96 -1.09
H49 1.63 -2.45 -1.74
H50 -0.13 -3.99 0.90
H51 1.41 -4.74 1.28
H52 0.74 -5.05 3.68
H53 0.58 -3.94 5.94
H54 0.55 -1.45 6.08
H55 0.76 -0.07 3.98

3.
Below is a molecular structure, C25H56BClF8LiN2O11 in a non-equilibrium geometry, with properties calculated with ωB97M-V/def2-TZVPD.

Its HOMO-LUMO gap is 8.923 eV. The calculation puts the total energy at -87463.4547 eV. As for the energy above the lowest of the compared OMol25 structures with the same formula, charge and spin: 0.0 kJ/mol. The calculation puts the LUMO energy at -2.494 eV. The charge is +1. The highest occupied orbital energy comes out at -11.4 eV. The strongest force on any atom comes out at 2.412 eV Å⁻¹.

CARTESIAN COORDINATES (ANGSTROEM)
Li1 7.73 -2.29 21.76
C1 6.01 3.19 15.82
O1 6.73 2.84 16.99
C2 7.38 1.59 16.99
C3 8.08 1.42 18.33
N1 9.13 2.53 18.47
H1 9.97 2.13 18.88
H2 9.33 2.87 17.52
C4 8.72 3.70 19.33
C5 9.72 4.81 19.00
O2 9.61 5.18 17.66
C6 8.61 6.11 17.27
H3 5.26 2.46 15.49
H4 6.73 3.23 15.00
H5 5.48 4.13 16.00
H6 8.12 1.53 16.19
H7 6.76 0.70 16.82
H8 8.73 0.55 18.46
H9 7.38 1.47 19.16
H10 8.80 3.41 20.38
H11 7.69 3.98 19.11
H12 10.72 4.39 19.11
H13 9.63 5.66 19.69
H14 8.61 6.95 17.97
H15 7.63 5.64 17.22
H16 8.96 6.50 16.31
C7 9.83 3.63 24.94
O3 10.61 2.49 25.26
C8 11.07 1.75 24.16
C9 11.37 0.36 24.68
N2 10.07 -0.20 25.23
H17 9.53 0.50 25.75
H18 9.49 -0.38 24.40
C10 10.18 -1.56 25.80
C11 8.87 -1.97 26.45
O4 8.47 -0.90 27.28
C12 7.33 -1.19 28.04
H19 10.32 4.48 24.46
H20 9.53 3.98 25.93
H21 8.91 3.35 24.42
H22 11.95 2.21 23.69
H23 10.28 1.72 23.39
H24 12.01 0.43 25.56
H25 11.66 -0.42 23.97
H26 11.01 -1.60 26.50
H27 10.34 -2.34 25.05
H28 8.92 -2.94 26.95
H29 8.16 -2.03 25.61
H30 7.45 -2.09 28.66
H31 6.46 -1.35 27.38
H32 6.94 -0.42 28.71
B1 9.61 -2.61 22.59
H33 10.75 -2.59 22.82
H34 9.40 -1.64 22.03
H35 9.43 -3.58 21.97
H36 8.92 -2.66 23.53
Cl1 7.12 0.78 22.62
O5 8.38 1.02 21.91
O6 7.35 0.73 24.06
O7 6.29 1.86 22.21
O8 6.52 -0.47 22.20
C13 4.18 1.97 26.37
C14 5.42 2.86 26.41
C15 6.65 2.16 26.99
F1 7.80 2.87 27.01
F2 6.41 1.71 28.25
F3 5.73 3.31 25.16
F4 5.15 4.03 27.09
O9 4.57 0.74 25.80
C16 3.69 -0.32 25.93
C17 4.10 -1.28 24.83
F5 5.37 -1.70 24.99
F6 3.28 -2.34 24.54
F7 3.71 -0.74 27.20
F8 2.44 0.12 25.66
H37 3.45 2.59 25.85
H38 3.90 1.74 27.40
H39 6.81 1.30 26.32
H40 4.02 -0.69 23.90
C18 3.62 1.08 17.89
C19 4.14 0.10 18.90
C20 3.78 0.93 20.18
O10 2.45 1.36 19.89
C21 2.24 1.42 18.49
H41 3.57 0.77 16.84
H42 4.30 1.93 17.94
H43 5.23 0.00 18.83
H44 3.72 -0.90 18.95
H45 4.38 1.82 20.38
H46 3.82 0.29 21.06
H47 2.07 2.45 18.15
H48 1.40 0.82 18.14
C22 4.29 -4.83 22.31
C23 5.25 -5.53 23.28
C24 6.40 -4.57 23.54
O11 6.43 -3.83 22.29
C25 5.10 -3.57 21.87
H49 3.36 -4.48 22.75
H50 4.05 -5.36 21.40
H51 5.58 -6.44 22.77
H52 4.73 -5.83 24.19
H53 7.39 -4.99 23.66
H54 6.23 -3.86 24.35
H55 5.11 -3.38 20.79
H56 4.66 -2.65 22.27

4.
Below is a molecular structure, C25H56CoF3N8O11S in a non-equilibrium geometry, with properties calculated with ωB97M-V/def2-TZVPD.

Its HOMO-LUMO gap (alpha / beta) is 9.651 / 9.647 eV. The calculation puts the total energy at -117887.8175 eV. The calculation puts the LUMO energy (alpha / beta) at -1.390 / -1.397 eV. The charge is +1. The highest occupied orbital energy (alpha / beta) comes out at -11.0 / -11.0 eV. The strongest force on any atom comes out at 3.292 eV Å⁻¹. The expectation value of S² is 3.755. As for the multiplicity: 4.

CARTESIAN COORDINATES (ANGSTROEM)
Co1 0.12 -0.02 -2.10
C1 1.89 -3.11 0.87
F1 0.87 -2.88 1.69
F2 3.04 -3.43 1.52
F3 1.54 -4.12 0.07
S1 2.34 -1.57 -0.07
O1 1.35 -1.52 -1.17
O2 2.14 -0.54 0.95
O3 3.71 -1.75 -0.45
C2 0.70 -1.25 6.23
O4 -0.17 -1.31 5.41
N1 2.01 -1.06 5.91
C3 2.97 -0.91 7.00
C4 2.44 -0.82 4.54
H1 0.50 -1.41 7.32
H2 3.72 -1.67 6.90
H3 2.56 -0.89 7.97
H4 3.60 0.00 6.84
H5 1.77 -1.09 3.72
H6 2.50 0.31 4.44
H7 3.36 -1.34 4.28
C5 2.14 -0.97 -3.98
O5 1.38 -0.06 -3.69
N2 3.06 -0.82 -4.96
C6 2.81 0.31 -5.85
C7 3.88 -1.89 -5.45
H8 2.11 -1.93 -3.39
H9 2.72 -0.08 -6.87
H10 3.67 1.02 -5.97
H11 1.94 0.80 -5.45
H12 3.94 -2.78 -4.76
H13 3.44 -2.25 -6.38
H14 4.92 -1.50 -5.68
C8 -1.75 -2.33 -2.04
O6 -1.35 -1.34 -2.70
N3 -1.64 -3.56 -2.51
C9 -1.21 -3.86 -3.87
C10 -2.09 -4.73 -1.75
H15 -2.18 -2.17 -1.08
H16 -1.98 -4.57 -4.27
H17 -0.20 -4.28 -3.86
H18 -1.25 -2.95 -4.46
H19 -2.38 -4.43 -0.76
H20 -3.01 -5.17 -2.17
H21 -1.36 -5.50 -1.77
C11 -2.77 -3.92 2.09
O7 -2.14 -2.99 1.55
N4 -2.93 -3.94 3.42
C12 -3.36 -5.16 4.03
C13 -2.19 -2.94 4.27
H22 -3.20 -4.78 1.53
H23 -3.66 -4.77 4.99
H24 -2.54 -5.88 4.26
H25 -4.22 -5.45 3.55
H26 -1.37 -3.39 4.79
H27 -1.82 -2.14 3.64
H28 -2.83 -2.37 4.96
C14 -2.19 3.67 -0.78
O8 -1.30 4.41 -1.17
N5 -2.87 4.06 0.33
C15 -2.48 5.31 0.91
C16 -3.77 3.16 1.00
H29 -2.57 2.76 -1.27
H30 -2.80 6.19 0.36
H31 -1.47 5.40 1.10
H32 -2.98 5.33 1.89
H33 -3.57 3.11 2.09
H34 -4.79 3.52 0.95
H35 -3.77 2.21 0.49
C17 2.39 1.60 -0.92
O9 1.28 1.79 -1.46
N6 3.00 2.48 -0.10
C18 4.27 2.17 0.65
C19 2.52 3.87 0.14
H36 3.09 0.76 -1.03
H37 3.99 2.09 1.65
H38 5.01 2.94 0.43
H39 4.45 1.13 0.39
H40 1.57 4.03 -0.41
H41 2.33 4.10 1.22
H42 3.33 4.52 -0.17
C20 -0.56 2.51 -3.56
O10 -1.07 1.48 -3.06
N7 -1.31 3.35 -4.23
C21 -0.81 4.67 -4.70
C22 -2.75 3.07 -4.45
H43 0.56 2.72 -3.52
H44 -1.08 5.41 -3.90
H45 -1.09 4.88 -5.70
H46 0.34 4.66 -4.73
H47 -3.37 3.32 -3.55
H48 -3.10 3.54 -5.32
H49 -2.89 2.00 -4.49
C23 -1.16 0.08 0.75
O11 -0.89 0.50 -0.38
N8 -1.05 0.85 1.82
C24 -1.20 0.27 3.19
C25 -0.52 2.19 1.73
H50 -1.63 -0.96 0.91
H51 -0.80 0.91 3.96
H52 -0.61 -0.62 3.05
H53 -2.18 0.13 3.48
H54 0.34 2.27 2.37
H55 -0.24 2.36 0.68
H56 -1.16 2.97 2.07